2 unconnected molecules or ions with the total composition C3H9N at a distorted geometry, computed with ωB97M-V/def2-TZVPD.

Output
DFT total energy ... -4744.719 eV
E_LUMO ... 1.11 eV
Energy relative to the best compared isomer or geometry (same formula, charge and spin) ... 230.6 kJ/mol
Spin multiplicity ... 1
Structure (SMILES) ... C=C.CN

Each line ends with the Löwdin charge.
Cartesian coordinates (Å):
C -0.371 -1.205 2.016  -0.12
C -1.002 -1.930 1.133  -0.12
H -0.296 -0.102 2.103  0.05
H 0.459 -1.873 2.386  0.07
H -1.544 -1.419 0.296  0.06
H -1.236 -2.969 1.410  0.06
C 0.855 0.878 -1.420  -0.22
N -0.055 1.981 -1.400  -0.08
H 1.813 1.099 -1.840  0.06
H 0.931 0.413 -0.462  0.04
H 0.483 -0.030 -1.972  0.08
H 0.260 2.857 -1.795  0.05
H -0.297 2.300 -0.454  0.06